Entry 1:
# C15H29NO6

A single C15H29NO6 molecule (ωB97M-V/def2-TZVPD, the OMol25 dataset).

ORCA input file:
```
! RIJCOSX wB97M-V def2-TZVPD def2/J DEFGRID3
* xyz 0 1
C -3.8117 -2.9161 -0.8136
C -4.1324 -1.4280 -0.8822
C -2.8853 -0.5804 -0.6503
C -3.1955 0.9132 -0.7057
O -2.0071 1.6941 -0.6183
C -1.5036 1.8617 0.6222
O -2.0415 1.4626 1.6321
N -0.3486 2.5700 0.6008
C 0.2840 2.9040 -0.6572
C 0.8321 1.6721 -1.3959
O 2.1824 1.9210 -1.7473
C 2.8257 0.8075 -2.3099
C 3.1353 -0.3094 -1.3025
O 2.0412 -1.1980 -1.2112
C 2.3312 -2.4154 -0.5623
C 2.4746 -2.3333 0.9706
O 1.2756 -2.5965 1.6671
C 0.2837 -1.6006 1.5611
C 0.6022 -0.3064 2.3194
O 1.4231 0.5008 1.4931
C 1.6344 1.8229 1.9114
C 0.3853 2.7257 1.8358
H -3.0789 -3.1836 -1.5715
H -3.4037 -3.1725 0.1613
H -4.7085 -3.5085 -0.9782
H -4.5568 -1.1907 -1.8605
H -4.8807 -1.1811 -0.1264
H -2.1317 -0.8110 -1.4072
H -2.4634 -0.8090 0.3301
H -3.8714 1.1886 0.1107
H -3.6429 1.1859 -1.6642
H 1.1208 3.5728 -0.4520
H -0.4417 3.4300 -1.2809
H 0.7750 0.7968 -0.7416
H 0.2492 1.4629 -2.3032
H 3.7650 1.1950 -2.7118
H 2.2256 0.3857 -3.1283
H 4.0246 -0.8628 -1.6415
H 3.3549 0.1468 -0.3291
H 3.2560 -2.8391 -0.9826
H 1.4987 -3.0825 -0.8023
H 2.8762 -1.3546 1.2518
H 3.1617 -3.1131 1.3080
H -0.6115 -2.0543 1.9917
H 0.0972 -1.3477 0.5108
H -0.3411 0.2011 2.5468
H 1.1215 -0.5374 3.2612
H 2.0250 1.8537 2.9400
H 2.3997 2.2017 1.2279
H 0.7065 3.7666 1.9403
H -0.3100 2.4890 2.6437
*
```

The value obtained for the relative energy (zero: lowest compared OMol25 entry of this formula, charge and spin) is 2.71 kcal per mole. As for the SMILES: CCCCOC(=O)N1CCOCCOCCOCCOCC1.


Entry 2:
# C19H29F5NNdO2P2

A molecular structure, C19H29F5NNdO2P2 at a distorted geometry (ωB97M-V/def2-TZVPD, the OMol25 dataset).

ORCA input file:
```
! RIJCOSX wB97M-V def2-TZVPD def2/J DEFGRID3
* xyz 0 4
C -0.8166 3.8359 -1.8015
C -0.8730 2.5026 -1.3884
N -0.0872 2.0658 -0.3600
C 0.8640 2.8882 0.1442
C 0.9121 4.2371 -0.1965
C 0.0512 4.7247 -1.1805
C -1.7917 1.5703 -2.1209
P -2.4293 0.1186 -1.1858
Nd -0.3797 -0.2393 0.7248
P 2.3349 0.5690 1.0454
C 1.8602 2.3690 1.1812
C 0.0025 -2.6325 0.2481
C -1.0654 -3.2275 0.9089
C -1.0314 -4.6298 1.1121
C 0.0608 -5.3719 0.6400
C 1.1173 -4.7407 -0.0338
C 1.0865 -3.3427 -0.2271
O -0.7295 0.5251 -4.2821
O 0.4601 -1.3800 -3.1615
H -1.4887 4.1364 -2.6053
H 1.6299 4.8681 0.3304
H 0.0781 5.7747 -1.4696
C -3.9516 0.7548 -0.4120
C -3.0448 -1.0258 -2.4578
H 2.8072 2.9317 1.1045
H 1.4448 2.5285 2.1955
H -1.2522 1.1241 -3.1379
H -2.6615 2.1270 -2.5082
C 2.9016 0.2263 2.7444
C 3.8906 0.6727 0.1049
H -1.9284 -2.6444 1.2609
H -1.8584 -5.1160 1.6363
H 0.0876 -6.4521 0.7993
H 1.9662 -5.3171 -0.4156
H 1.8975 -2.8199 -0.7464
H 0.5876 -1.1417 -2.1190
H -0.0208 -2.2264 -3.1852
H -0.1864 -0.3050 -3.8665
H -0.0733 1.1561 -4.6209
H 0.6453 -0.7506 -1.0074
H -4.6984 0.9630 -1.1903
H -4.3437 0.0019 0.2853
H -3.7447 1.6705 0.1572
H -3.8548 -0.5547 -3.0304
H -2.2395 -1.3364 -3.1383
H -3.4277 -1.9232 -1.9531
H 4.6650 1.1847 0.6938
H 4.2190 -0.3496 -0.1280
H 3.7191 1.2066 -0.8394
H 3.8164 0.7902 2.9664
H 2.1186 0.4742 3.4741
H 3.1062 -0.8505 2.8152
F -0.5676 1.5398 3.7145
C -1.0864 0.3786 3.1769
F -0.5080 -0.6784 3.8777
C -2.5792 0.3594 3.4141
F -2.8968 0.3080 4.7239
F -3.1500 1.4839 2.8905
F -3.1609 -0.7370 2.8150
*
```

As for the energy: -2689.967691 Ha. Its expectation value of S² is 3.757.


Entry 3:
# C44H56AsF5KN5O2SSi3

A molecular structure, C44H56AsF5KN5O2SSi3 (ωB97M-V/def2-TZVPD, the OMol25 dataset).

ORCA input file:
```
! RIJCOSX wB97M-V def2-TZVPD def2/J DEFGRID3
* xyz -2 1
K 0.5191 0.8676 0.0050
C 5.9365 1.9425 -2.0535
C 6.1350 0.5267 -1.5181
N 5.5710 0.3186 -0.2034
C 4.2205 0.2183 0.0553
S 3.1603 -0.1682 -1.2277
N 3.9697 0.4070 1.3456
N 2.6704 0.3651 1.7261
C 2.4879 0.5732 2.9868
C 3.6693 0.7845 3.8978
C 1.1041 0.6223 3.5167
C 0.8446 0.7462 4.8881
C -0.4619 0.8143 5.3384
C -1.5008 0.7590 4.4265
C -1.1665 0.6373 3.0867
N 0.0845 0.5615 2.6493
H 6.3475 2.0426 -3.0620
H 6.4249 2.6767 -1.4072
H 4.8720 2.1749 -2.0943
H 7.2017 0.2895 -1.4586
H 5.6736 -0.1914 -2.1952
H 6.0840 0.6794 0.5865
H 4.3454 -0.0687 3.8194
H 3.4040 0.9367 4.9395
H 4.2379 1.6500 3.5518
H 1.6456 0.7950 5.6081
H -0.6630 0.9172 6.3982
H -2.5373 0.8212 4.7300
H -1.9345 0.5828 2.3228
C -3.6826 -1.1274 1.7363
O -2.5738 -1.2374 0.8880
Si -1.7470 -2.7162 0.6689
C -3.0948 -4.0475 0.9115
C -0.6694 -2.8646 2.2119
C -0.9156 -2.7393 -0.8981
Si -1.9296 -2.6324 -2.3953
C -3.7284 -2.0696 -2.0895
C -2.1958 -4.2700 -3.3399
C -1.2380 -1.4615 -3.7289
Si 0.6948 -3.5519 -1.0512
C 1.9391 -3.2270 0.3359
C 1.5638 -3.1629 -2.6900
C 0.5806 -5.4631 -1.0608
H -4.5230 -1.7456 1.3978
H -4.0183 -0.0854 1.7513
H -3.4480 -1.4180 2.7707
H -3.5235 -4.0806 1.9194
H -2.6396 -5.0204 0.7048
H -3.9115 -3.9114 0.1965
H -1.2870 -2.6691 3.0968
H 0.1454 -2.1381 2.2061
H -0.2377 -3.8630 2.3225
H -4.3544 -2.9299 -1.8325
H -4.1321 -1.6394 -3.0126
H -3.8313 -1.3325 -1.2924
H -2.6763 -5.0103 -2.6927
H -1.2549 -4.6970 -3.6985
H -2.8418 -4.1032 -4.2101
H -0.5977 -0.7001 -3.2805
H -2.0471 -0.9430 -4.2557
H -0.6488 -2.0008 -4.4761
H 1.9272 -2.1967 0.6936
H 2.9471 -3.4178 -0.0471
H 1.7665 -3.8947 1.1846
H 1.7588 -2.0939 -2.8046
H 0.9849 -3.5018 -3.5537
H 2.5288 -3.6811 -2.7063
H 0.1580 -5.8233 -0.1166
H 1.5703 -5.9200 -1.1818
H -0.0636 -5.8208 -1.8700
N -1.9769 0.9024 -1.4745
H -1.9598 -0.0108 -1.0200
H -2.7587 0.8900 -2.1178
H -2.1647 1.6070 -0.7660
F -2.4412 4.8023 5.2907
C -1.9450 4.4165 4.0906
C -2.7894 4.1037 3.0415
F -4.1231 4.1698 3.2320
C -2.2829 3.7222 1.8182
F -3.1565 3.3849 0.8414
C -0.8925 3.6089 1.5380
O -0.4314 3.1889 0.4348
C -0.0761 3.9609 2.6520
F 1.2620 3.8746 2.5080
C -0.5790 4.3375 3.8770
F 0.2570 4.6353 4.8908
C 3.8173 5.3662 -2.4558
C 3.9655 4.7244 -3.6793
C 3.1747 3.6274 -3.9907
C 2.2304 3.1602 -3.0811
C 2.0794 3.8115 -1.8589
C 2.8700 4.9122 -1.5501
As 1.1028 1.5853 -3.3833
C -0.1765 2.4078 -4.6043
C -1.2673 3.1883 -4.2542
C -2.1258 3.6484 -5.2449
C -1.9016 3.3100 -6.5751
C -0.8196 2.5158 -6.9267
C 0.0520 2.0619 -5.9416
C 1.2398 1.2103 -6.1558
C 1.6961 0.7214 -7.3768
C 2.8334 -0.0715 -7.4196
C 3.5190 -0.3926 -6.2528
C 3.0669 0.0811 -5.0277
C 1.9377 0.8871 -4.9861
H 4.4426 6.2162 -2.2090
H 4.7054 5.0731 -4.3906
H 3.3046 3.1238 -4.9418
H 1.3388 3.4876 -1.1334
H 2.7432 5.4004 -0.5917
H -1.4497 3.4234 -3.2116
H -2.9788 4.2613 -4.9799
H -2.5823 3.6614 -7.3417
H -0.6629 2.2480 -7.9655
H 1.1665 0.9529 -8.2939
H 3.1851 -0.4529 -8.3713
H 4.3971 -1.0252 -6.2978
H 3.5745 -0.1770 -4.1036
*
```

The value obtained for the relative energy (zero: lowest compared OMol25 entry of this formula, charge and spin) is 0.00 kcal per mole.


> What is the formula in the third record?

C44H56AsF5KN5O2SSi3